1.
Formula: C6H14O2
Source: the Open Molecules 2025 dataset
Level of theory: ωB97M-V/def2-TZVPD

The SMILES is CC[C@H](C)CC=O.O. Its charge is 0. The calculation puts the relative energy (zero: lowest compared OMol25 entry of this formula, charge and spin) at 73.2 kcal/mol. As for the multiplicity: 1. The molar mass comes out at 118.176 g mol⁻¹. The HOMO energy is -9.6272 eV. The orbital gap comes out at 10.17 eV. The calculation puts the maximum force at 4.562 eV/Å.

Atoms and positions in Å:
O (1.60, 1.17, -1.81)
C (0.95, 1.46, -0.90)
C (0.22, 0.58, 0.02)
C (0.36, -0.97, -0.19)
C (0.90, -1.54, 1.11)
C (-1.04, -1.32, -0.82)
C (-1.59, -0.87, -2.19)
H (0.90, 2.41, -0.59)
H (-0.94, 1.00, -0.13)
H (0.36, 0.75, 1.15)
H (1.07, -1.11, -1.02)
H (0.22, -2.18, 1.62)
H (1.77, -2.22, 0.96)
H (1.35, -0.84, 1.84)
H (-1.87, -1.17, -0.07)
H (-1.00, -2.43, -1.06)
H (-1.11, 0.09, -2.49)
H (-1.10, -1.68, -2.86)
H (-2.63, -1.08, -2.38)
H (0.61, 3.34, 2.51)
H (0.38, 3.69, 3.97)
O (0.60, 2.89, 3.35)

Mulliken population analysis, charges in e, atoms 1 to 4: -0.440 -0.203 -0.783 0.954


2.
Formula: C6H14O3
Source: the Open Molecules 2025 dataset
Level of theory: ωB97M-V/def2-TZVPD

Its charge is 0. The calculation puts the relative energy (zero: lowest compared OMol25 entry of this formula, charge and spin) at 71.9 kcal/mol. As for the multiplicity: 1. The molar mass comes out at 134.175 g mol⁻¹. The HOMO energy is -8.9696 eV. The orbital gap comes out at 9.85 eV. The calculation puts the maximum force at 3.215 eV/Å.

Atoms and positions in Å:
C (2.01, -0.35, 0.25)
C (-1.32, -0.39, -0.25)
C (-0.11, 1.08, 0.19)
C (2.92, 0.50, -0.60)
C (-1.85, -0.80, 1.13)
C (-2.36, 0.39, -1.06)
O (0.91, 0.81, 0.96)
O (1.19, -1.18, -0.34)
O (2.67, -0.83, 1.33)
H (0.20, -0.65, -0.70)
H (2.08, -1.45, 1.78)
H (-1.18, -1.32, -0.80)
H (-0.89, 1.64, 0.70)
H (0.12, 1.43, -0.83)
H (2.35, 1.02, -1.37)
H (3.42, 1.24, 0.03)
H (3.67, -0.14, -1.07)
H (-2.22, 0.06, 1.69)
H (-1.96, 0.67, -2.03)
H (-2.66, -1.53, 1.04)
H (-1.05, -1.25, 1.72)
H (-3.25, -0.23, -1.23)
H (-2.69, 1.29, -0.54)

Mulliken population analysis, charges in e, atoms 1 to 4: 0.909 0.387 -0.910 -1.198


3.
Formula: C6H14O3
Source: the Open Molecules 2025 dataset
Level of theory: ωB97M-V/def2-TZVPD

The SMILES is C=C(C)/C=C/CO.O.O. Its charge is 0. The calculation puts the relative energy (zero: lowest compared OMol25 entry of this formula, charge and spin) at 97.4 kcal/mol. As for the multiplicity: 1. The molar mass comes out at 134.175 g mol⁻¹. The HOMO energy is -9.8006 eV. The orbital gap comes out at 10.41 eV. The calculation puts the maximum force at 5.173 eV/Å.

Atoms and positions in Å:
C (0.01, 2.47, 1.74)
C (-0.51, 1.01, 1.77)
C (-0.55, 0.12, 2.77)
C (-1.26, 0.13, -2.01)
O (-0.59, -0.33, -3.19)
C (-0.36, 0.29, -0.78)
C (-0.94, 0.59, 0.37)
H (-0.58, 3.06, 1.07)
H (1.03, 2.59, 1.38)
H (0.13, 2.87, 2.87)
H (-0.32, 0.12, 3.82)
H (-0.64, -1.01, 2.57)
H (-1.39, 1.13, -2.37)
H (-2.24, -0.28, -1.78)
H (-0.81, -1.22, -3.55)
H (0.63, 0.36, -1.11)
H (-2.02, 0.58, 0.52)
H (0.71, -2.33, -0.76)
H (1.05, -3.74, -0.35)
O (1.30, -3.00, -0.79)
H (1.71, 0.11, 1.34)
H (1.59, -0.61, -0.01)
O (2.17, -0.32, 0.63)

Mulliken population analysis, charges in e, atoms 1 to 4: -1.010 0.007 -0.725 -0.726


4.
Formula: C6H14O3Pr
Source: the Open Molecules 2025 dataset
Level of theory: ωB97M-V/def2-TZVPD

Its charge is +1. As for the multiplicity: 3. The molar mass comes out at 275.083 g mol⁻¹. The HOMO energy (alpha / beta) is -12.2212 / -12.2497 eV. The orbital gap (alpha / beta) comes out at 7.78 / 7.85 eV. The calculation puts the maximum force at 4.807 eV/Å.

Atoms and positions in Å:
C (2.61, 0.32, 1.09)
O (2.11, 1.44, 0.43)
C (2.60, -0.93, 0.21)
O (1.41, -0.92, -0.56)
C (0.31, -1.82, -0.56)
O (-1.83, 0.99, -0.78)
C (-3.05, 1.66, -0.79)
Pr (0.50, 1.32, -0.71)
H (2.02, 0.09, 2.00)
H (3.65, 0.47, 1.42)
H (2.67, -1.86, 0.80)
H (3.40, -0.84, -0.55)
H (0.54, -2.55, 0.23)
H (0.34, -2.21, -1.59)
H (-3.04, 2.59, -1.39)
H (-3.79, 1.00, -1.28)
H (-3.34, 1.93, 0.24)
C (-1.54, -1.48, -0.40)
H (-1.98, -1.05, -1.31)
H (-1.74, -2.47, -0.84)
C (-1.96, -1.55, 1.06)
H (-2.56, -0.69, 1.38)
H (-2.49, -2.48, 1.26)
H (-1.07, -1.43, 1.70)

Mulliken population analysis, charges in e, atoms 1 to 4: -0.407 -0.546 -0.326 -0.343


5.
Formula: C6H14O3SSi
Source: the Open Molecules 2025 dataset
Level of theory: ωB97M-V/def2-TZVPD

Its charge is 0. The calculation puts the relative energy (zero: lowest compared OMol25 entry of this formula, charge and spin) at 9.4 kcal/mol. As for the multiplicity: 1. The molar mass comes out at 194.328 g mol⁻¹. The HOMO energy is -8.2647 eV. The orbital gap comes out at 9.04 eV. The calculation puts the maximum force at 5.577 eV/Å.

Atoms and positions in Å:
C (2.19, 1.11, -2.00)
C (1.97, 0.15, -1.06)
C (-0.78, -0.61, -2.90)
C (-2.12, 1.65, 0.93)
C (-0.56, -2.85, 1.37)
C (1.35, 0.29, 0.18)
O (-1.28, -0.12, -1.64)
O (-1.80, 0.26, 0.88)
O (-0.89, -2.08, 0.17)
Si (-0.85, -0.52, -0.11)
S (2.09, -0.70, 1.59)
H (2.67, 0.77, -2.94)
H (1.73, 2.10, -2.03)
H (2.18, -0.93, -1.24)
H (-0.64, -1.67, -2.84)
H (0.23, -0.14, -3.06)
H (-1.57, -0.39, -3.53)
H (-1.62, 2.16, 1.69)
H (-3.28, 1.65, 0.91)
H (-1.81, 2.14, -0.03)
H (-0.52, -3.79, 0.95)
H (-1.27, -2.94, 2.12)
H (0.37, -2.42, 1.75)
H (1.28, 1.29, 0.73)
H (3.42, -0.12, 1.69)

Mulliken population analysis, charges in e, atoms 1 to 4: -0.847 -0.320 -0.560 -0.654


6.
Formula: C6H14O3Y
Source: the Open Molecules 2025 dataset
Level of theory: ωB97M-V/def2-TZVPD

Its charge is +3. As for the multiplicity: 1. The molar mass comes out at 223.081 g mol⁻¹. The HOMO energy is -22.2488 eV. The orbital gap comes out at 8.93 eV. The calculation puts the maximum force at 5.489 eV/Å.

Atoms and positions in Å:
H (-4.00, 1.73, -0.01)
C (-5.14, 0.06, -0.57)
H (-5.90, -0.69, -0.82)
H (-4.78, 0.32, -1.58)
H (-5.68, 0.69, 0.15)
C (-2.87, 2.30, 0.49)
O (-2.07, 1.32, 1.04)
C (-2.14, 1.21, 2.48)
C (-1.64, -0.15, 2.93)
O (-2.11, -1.19, 2.09)
C (-3.31, -1.94, 2.37)
C (-4.43, -1.43, 1.47)
O (-4.00, -1.05, 0.17)
H (-3.31, 2.95, 1.25)
H (-2.36, 2.79, -0.34)
H (-3.20, 1.31, 2.78)
H (-1.55, 2.01, 2.92)
H (-1.97, -0.35, 3.96)
H (-0.54, -0.18, 2.85)
H (-3.59, -1.81, 3.43)
H (-3.10, -3.00, 2.22)
H (-4.77, -0.49, 1.94)
H (-5.26, -2.15, 1.44)
Y (-1.98, -0.84, -0.03)

Mulliken population analysis, charges in e, atoms 1 to 4: 0.157 -0.861 0.337 0.478


7.
Formula: C6H14O5
Source: the Open Molecules 2025 dataset
Level of theory: ωB97M-V/def2-TZVPD

Its charge is 0. The calculation puts the relative energy (zero: lowest compared OMol25 entry of this formula, charge and spin) at 156.9 kcal/mol. As for the multiplicity: 1. The molar mass comes out at 166.173 g mol⁻¹. The HOMO energy is -8.0447 eV. The orbital gap comes out at 8.17 eV. The calculation puts the maximum force at 11.836 eV/Å.

Atoms and positions in Å:
C (-1.48, -0.16, 1.88)
O (-0.81, -0.05, 3.13)
H (-2.23, -0.95, 1.95)
H (-1.89, 0.80, 1.57)
H (-0.72, -0.41, 1.13)
H (-0.28, 0.75, 3.17)
C (0.97, -1.64, 1.44)
O (2.11, -2.53, 1.57)
H (1.33, -0.63, 1.27)
H (0.50, -1.99, 0.52)
H (0.33, -1.74, 2.32)
H (2.62, -2.56, 0.76)
C (0.52, 1.73, -2.92)
C (-0.09, 0.58, -2.09)
C (0.58, 0.22, -0.77)
O (-0.34, 0.40, 0.32)
C (-1.50, 0.62, -0.31)
O (-2.59, 0.78, 0.29)
O (-1.35, 1.01, -1.61)
H (1.40, 1.33, -3.42)
H (0.82, 2.48, -2.19)
H (-0.18, 2.26, -3.57)
H (-0.22, -0.19, -2.85)
H (1.55, 0.72, -0.78)
H (0.95, -0.81, -0.83)

Mulliken population analysis, charges in e, atoms 1 to 4: -0.431 -0.540 0.297 0.348


8.
Formula: C6H14O5SSi
Source: the Open Molecules 2025 dataset
Level of theory: ωB97M-V/def2-TZVPD

The SMILES is CO/C(=C/S)O[Si](OC)(OC)OC. Its charge is 0. The calculation puts the relative energy (zero: lowest compared OMol25 entry of this formula, charge and spin) at 31.7 kcal/mol. As for the multiplicity: 1. The molar mass comes out at 226.326 g mol⁻¹. The HOMO energy is -7.2689 eV. The orbital gap comes out at 7.83 eV. The calculation puts the maximum force at 4.143 eV/Å.

Atoms and positions in Å:
C (2.02, 0.24, -0.16)
C (0.94, 2.40, 0.21)
C (-1.77, 0.78, -2.34)
C (-0.64, -2.99, -0.03)
C (-1.33, 0.92, 2.48)
C (3.19, -0.42, -0.37)
O (0.82, -0.38, -0.08)
O (2.08, 1.56, 0.19)
O (-1.92, 0.68, -0.90)
O (-1.44, -1.91, -0.41)
O (-1.74, -0.01, 1.52)
Si (-1.27, -0.38, 0.05)
S (3.27, -2.17, -0.75)
H (0.80, 3.01, -0.80)
H (0.88, 3.14, 1.06)
H (-0.03, 1.74, 0.25)
H (-2.09, 1.84, -2.74)
H (-2.41, -0.02, -2.74)
H (-0.72, 0.50, -2.73)
H (-1.06, -3.29, 0.98)
H (0.42, -2.74, 0.04)
H (-1.03, -3.71, -0.79)
H (-2.03, 0.81, 3.33)
H (-1.34, 2.03, 2.01)
H (-0.22, 0.97, 2.96)
H (4.24, -0.02, -0.30)
H (2.40, -2.59, 0.08)

Mulliken population analysis, charges in e, atoms 1 to 4: 0.624 -0.132 -0.569 -0.192


9.
Formula: C6H14OS2
Source: the Open Molecules 2025 dataset
Level of theory: ωB97M-V/def2-TZVPD

The SMILES is C1CSCCS1.COC. Its charge is 0. The calculation puts the relative energy (zero: lowest compared OMol25 entry of this formula, charge and spin) at 40.6 kcal/mol. As for the multiplicity: 1. The molar mass comes out at 166.311 g mol⁻¹. The HOMO energy is -8.2120 eV. The orbital gap comes out at 8.97 eV. The calculation puts the maximum force at 2.480 eV/Å.

Atoms and positions in Å:
O (-2.32, -1.19, 0.33)
C (-1.93, -2.28, -0.47)
C (-3.71, -1.23, 0.59)
H (-0.84, -2.20, -0.64)
H (-2.44, -2.28, -1.44)
H (-2.13, -3.24, 0.04)
H (-4.30, -1.19, -0.34)
H (-3.99, -2.15, 1.14)
H (-3.97, -0.36, 1.21)
S (-3.24, 2.08, -0.01)
S (-0.74, 0.32, -1.69)
C (-1.46, 2.15, 0.28)
C (-0.76, 0.82, 0.04)
C (-3.23, 1.58, -1.75)
C (-2.53, 0.25, -1.99)
H (-1.00, 2.94, -0.34)
H (-1.35, 2.45, 1.34)
H (-1.22, 0.02, 0.66)
H (0.31, 0.89, 0.33)
H (-2.77, 2.38, -2.37)
H (-4.30, 1.51, -2.04)
H (-2.63, -0.05, -3.05)
H (-2.98, -0.54, -1.36)

Mulliken population analysis, charges in e, atoms 1 to 4: -0.462 -0.854 -0.760 0.272